C2H2N2Si | ωB97M-V/def2-TZVPD

Geometry as ORCA input:
```
! RIJCOSX wB97M-V def2-TZVPD def2/J DEFGRID3
* xyz 0 1
C -0.678 1.610 -0.156
C 1.630 -1.124 -0.087
N -0.652 2.760 0.067
N 2.613 -1.706 0.016
Si -0.689 -0.180 0.066
H -0.930 -0.778 -1.162
H -1.294 -0.582 1.257
*
```

Properties
Energy above the lowest of the compared OMol25 structures with the same formula, charge and spin, eV: 1.9048
E_LUMO, Ha: -0.062
Frontier orbital gap, Ha: 0.3668
Total energy, eV: -12961.1305
Strongest force on any atom, eV/Å: 4.37

Mulliken population analysis, charges in e, atoms 1 to 6: atom 1 (C): 0.26, atom 2 (C): -0.11, atom 3 (N): -0.31, atom 4 (N): -0.32, atom 5 (Si): 0.54, atom 6 (H): -0.03

C2H2N3O | ωB97M-V/def2-TZVPD

Geometry as ORCA input:
```
! RIJCOSX wB97M-V def2-TZVPD def2/J DEFGRID3
* xyz 1 1
N 1.251 0.981 -1.277
N 0.307 0.380 -1.161
C -0.663 -0.272 -0.592
C -0.683 0.036 0.834
N 0.609 -0.115 1.145
O 1.658 0.203 0.730
H -0.976 -1.185 -1.258
H -1.503 -0.027 1.579
*
```

Properties
Energy above the lowest of the compared OMol25 structures with the same formula, charge and spin, eV: 4.6557
E_LUMO (alpha / beta), Ha: -0.270 / -0.271
Frontier orbital gap (alpha / beta), Ha: 0.3116 / 0.3113
Total energy, eV: -8610.1984
Strongest force on any atom, eV/Å: 3.09

Mulliken population analysis, charges in e, atoms 1 to 6: atom 1 (N): -0.20, atom 2 (N): 0.46, atom 3 (C): 0.01, atom 4 (C): -0.09, atom 5 (N): 0.41, atom 6 (O): -0.29

C2H2N3O2 | ωB97M-V/def2-TZVPD

Geometry as ORCA input:
```
! RIJCOSX wB97M-V def2-TZVPD def2/J DEFGRID3
* xyz -1 1
C 0.554 1.321 -1.360
C 0.462 -0.213 0.065
N -1.297 -1.112 1.228
N -0.626 -0.112 1.149
N -1.698 -2.084 1.625
O -0.433 1.446 -1.891
O 1.490 1.952 -1.272
H 1.235 0.159 0.649
H 0.312 -1.356 -0.192
*
```

Properties
Energy above the lowest of the compared OMol25 structures with the same formula, charge and spin, eV: 4.0143
E_LUMO, Ha: 0.161
Frontier orbital gap, Ha: 0.2797
Total energy, eV: -10668.7852
Strongest force on any atom, eV/Å: 9.87

Mulliken population analysis, charges in e, atoms 1 to 6: atom 1 (C): 0.47, atom 2 (C): -0.68, atom 3 (N): 0.51, atom 4 (N): -0.32, atom 5 (N): -0.52, atom 6 (O): -0.47

C2H2N3O2 | ωB97M-V/def2-TZVPD

Geometry as ORCA input:
```
! RIJCOSX wB97M-V def2-TZVPD def2/J DEFGRID3
* xyz 1 1
C -0.637 -0.724 -0.636
C 0.175 1.626 2.139
N -1.253 0.246 1.497
N -1.092 -0.278 0.523
N 0.619 -0.521 -0.874
O 0.321 2.603 2.656
O 1.121 -0.951 -2.001
H -1.337 -1.236 -1.302
H 2.082 -0.766 -2.003
*
```

Properties
Energy above the lowest of the compared OMol25 structures with the same formula, charge and spin, eV: 0.5824
E_LUMO, Ha: -0.247
Frontier orbital gap, Ha: 0.3575
Total energy, eV: -10659.4316
Strongest force on any atom, eV/Å: 4.33

Mulliken population analysis, charges in e, atoms 1 to 6: atom 1 (C): 0.04, atom 2 (C): 0.20, atom 3 (N): -0.21, atom 4 (N): 0.55, atom 5 (N): -0.07, atom 6 (O): -0.05